1.
Computed, not measured: a molecular structure, C35H62N10O3PbS3Si4Te, with wB97M-V/def2-TZVPD.

Atoms and positions in Å:
Pb (1.25237, -0.02809, 0.71420)
O (2.62477, -4.68645, 1.41506)
C (1.63853, -5.14665, 2.20486)
C (1.73077, -6.46553, 2.65206)
C (0.75147, -6.99674, 3.46601)
C (-0.34169, -6.22349, 3.85477)
C (-0.43667, -4.91709, 3.41421)
C (0.54191, -4.35342, 2.59035)
C (0.43637, -2.93301, 2.12875)
O (1.34166, -2.49061, 1.33497)
N (-0.59384, -2.26455, 2.59807)
N (-0.66853, -0.92836, 2.21386)
C (-1.80214, -0.40771, 2.53082)
S (-3.10810, -1.43374, 3.15074)
C (-4.27693, -0.05668, 3.37266)
C (-3.95444, 1.01699, 2.35705)
S (-2.16826, 1.29552, 2.41808)
H (2.36331, -3.75887, 1.18077)
H (2.58296, -7.05569, 2.33752)
H (0.83396, -8.02409, 3.80090)
H (-1.11049, -6.64137, 4.49278)
H (-1.27933, -4.29909, 3.69741)
H (-4.17580, 0.32876, 4.38775)
H (-5.28554, -0.44874, 3.24042)
H (-4.44241, 1.96464, 2.58404)
H (-4.21071, 0.70838, 1.34285)
C (1.54316, -1.67464, 5.58186)
N (0.88897, -0.41680, 5.27636)
C (-0.47664, -0.30671, 5.77708)
C (1.40051, 0.38727, 4.29736)
N (2.35859, 0.12635, 3.48982)
N (0.79905, 1.66280, 4.27031)
C (0.69332, 2.52029, 3.19753)
N (0.39789, 3.81701, 3.56156)
N (0.86194, 2.14567, 1.98700)
H (1.38127, -1.90501, 6.63499)
H (2.61626, -1.59343, 5.42173)
H (1.14835, -2.49136, 4.97518)
H (-0.49349, 0.01943, 6.82192)
H (-0.96074, -1.28143, 5.70971)
H (-1.06262, 0.38026, 5.17232)
H (2.61150, -0.85545, 3.51856)
H (0.46951, 2.00546, 5.15347)
H (0.00105, 3.99467, 4.46784)
H (0.03971, 4.40494, 2.82689)
H (0.79628, 2.91875, 1.33438)
O (2.05717, -1.51631, -1.66400)
C (1.97156, -2.95319, -1.72585)
C (1.37592, -3.40406, -3.04478)
C (-0.08002, -2.92362, -3.19343)
C (-1.03411, -3.69754, -2.31279)
C (-1.94489, -4.59896, -2.86443)
C (-2.80817, -5.29015, -2.03073)
C (-2.73549, -5.07698, -0.66329)
C (-1.79456, -4.17269, -0.19480)
N (-0.97029, -3.49313, -0.99181)
H (2.97113, -1.27770, -1.84603)
H (1.32463, -3.26734, -0.91730)
H (2.96267, -3.38572, -1.56888)
H (1.41070, -4.49809, -3.08856)
H (1.98464, -3.01406, -3.86601)
H (-0.40465, -3.01242, -4.23160)
H (-0.12008, -1.86709, -2.91063)
H (-1.96979, -4.75049, -3.93712)
H (-3.53338, -5.98300, -2.44198)
H (-3.38918, -5.59715, 0.02505)
H (-1.69455, -3.97347, 0.86987)
S (4.14682, 0.87370, -0.36912)
C (4.71363, 1.67036, 0.97642)
N (5.29271, 0.92709, 1.98803)
C (5.77672, 1.46239, 3.11748)
C (5.69334, 2.80167, 3.30832)
C (5.05714, 3.53467, 2.28549)
N (4.58178, 3.01206, 1.18654)
H (5.30992, -0.07049, 1.83494)
H (6.21375, 0.78122, 3.83507)
H (6.07734, 3.26814, 4.20194)
H (4.92935, 4.60956, 2.38705)
C (0.32045, 4.92732, -0.81295)
Si (0.52447, 4.03790, -2.46651)
C (0.16525, 5.33076, -3.79063)
C (2.31160, 3.51310, -2.63894)
Si (-0.94326, 2.24240, -2.75474)
Te (-1.06726, 0.43755, -1.01875)
Si (-0.48959, 1.16875, -4.77490)
C (-0.54763, 2.33634, -6.25675)
C (1.20554, 0.35342, -4.77979)
C (-1.81076, -0.14363, -5.05762)
Si (-3.15938, 2.98846, -2.76851)
C (-3.60420, 4.11745, -4.21187)
C (-4.34108, 1.53077, -2.84714)
C (-3.51373, 3.93090, -1.17687)
H (0.83189, 5.89482, -0.83721)
H (0.76290, 4.34637, 0.00172)
H (-0.73377, 5.09893, -0.57432)
H (0.70416, 6.25973, -3.57849)
H (-0.90180, 5.56718, -3.84059)
H (0.47186, 4.98073, -4.78178)
H (2.97916, 4.38151, -2.63090)
H (2.46484, 2.97763, -3.58168)
H (2.62341, 2.84513, -1.82960)
H (0.33998, 2.97602, -6.29734)
H (-1.42522, 2.98998, -6.22260)
H (-0.59223, 1.76267, -7.18770)
H (1.98785, 1.09022, -4.98853)
H (1.25692, -0.42119, -5.55143)
H (1.43004, -0.11217, -3.81235)
H (-2.69801, 0.30456, -5.51782)
H (-2.12047, -0.61058, -4.11588)
H (-1.44682, -0.93146, -5.72506)
H (-3.54358, 3.57725, -5.16257)
H (-2.93836, 4.98330, -4.28185)
H (-4.62780, 4.49058, -4.10440)
H (-4.28637, 1.03567, -3.82212)
H (-5.37415, 1.85724, -2.68893)
H (-4.09177, 0.78428, -2.08545)
H (-2.97338, 4.88386, -1.15202)
H (-3.19609, 3.34064, -0.30834)
H (-4.58243, 4.14599, -1.07673)

Cartesian forces, eV/Å:
0.3 -0.4 0.0
0.0 0.0 0.0
-0.1 0.0 0.0
0.0 -0.1 0.0
0.0 0.0 0.0
0.0 0.0 0.0
0.0 0.0 0.0
0.1 0.1 0.0
0.0 0.0 0.0
-0.2 0.2 0.3
0.0 0.0 0.0
-0.2 0.2 0.2
0.4 -0.6 -0.1
0.1 0.2 0.0
0.0 -0.1 0.1
0.1 0.1 -0.1
-0.1 0.1 0.1
0.0 0.0 0.0
0.0 0.0 0.0
0.0 0.0 0.0
0.0 0.0 0.0
0.0 0.0 0.0
-0.1 0.0 0.0
0.0 0.0 0.0
0.0 0.0 0.0
0.0 0.0 0.0
0.0 0.1 0.0
0.0 0.1 0.1
0.0 0.0 0.0
-0.2 0.0 -0.2
0.1 0.1 0.0
0.1 -0.2 0.0
0.1 0.1 -0.1
0.1 0.0 0.0
0.2 0.1 0.2
0.0 0.0 0.0
0.0 0.0 0.0
0.0 -0.1 -0.1
0.0 0.0 0.0
0.0 0.0 0.0
0.0 0.0 0.0
-0.1 -0.1 0.0
-0.1 0.0 0.1
0.0 0.0 0.0
0.0 0.0 0.0
-0.2 0.0 0.0
0.2 -0.1 0.1
0.1 0.0 -0.1
-0.1 0.1 0.0
0.1 -0.1 0.2
-0.1 0.0 0.0
0.0 0.0 0.0
0.0 0.0 0.0
0.0 0.0 0.0
0.0 0.1 -0.1
0.0 0.0 0.0
0.0 0.1 0.0
0.0 0.0 0.2
0.0 0.0 0.0
0.1 0.0 0.0
-0.1 0.0 0.0
0.0 0.0 0.0
-0.1 0.0 0.0
0.0 0.0 0.0
0.0 0.0 0.0
0.0 0.0 0.0
-0.1 0.0 -0.1
0.3 0.2 -0.1
-0.4 -0.1 0.2
0.0 0.1 -0.2
0.0 -0.1 0.2
0.1 0.1 0.1
-0.1 0.0 -0.1
0.1 -0.1 -0.1
0.0 0.0 0.0
0.0 0.0 0.0
0.0 0.0 0.0
0.0 0.0 0.0
-0.1 -0.1 0.2
0.1 0.2 0.0
-0.1 0.0 -0.1
0.1 -0.1 0.0
0.1 -0.1 0.1
-0.5 0.2 -0.4
0.0 -0.1 -0.3
0.0 0.2 0.0
0.1 0.0 0.2
-0.1 -0.1 0.1
-0.3 0.1 0.0
0.1 0.1 -0.1
0.0 -0.2 0.0
0.1 0.0 0.2
0.0 -0.1 0.0
0.0 0.0 -0.1
0.1 0.0 0.0
0.0 -0.1 0.0
0.1 0.0 0.0
-0.1 0.0 0.1
-0.1 0.0 0.0
0.0 0.1 0.1
0.0 0.1 -0.1
-0.1 0.0 0.0
0.1 -0.1 0.0
0.0 0.0 0.0
0.0 -0.1 0.0
0.0 0.0 0.0
-0.1 0.0 -0.1
0.1 0.0 0.0
0.1 0.0 -0.1
0.0 0.1 0.0
0.0 0.0 0.1
-0.1 -0.1 0.0
0.0 0.0 0.0
0.0 0.0 0.1
0.1 0.0 0.0
0.0 0.1 -0.1
-0.1 -0.1 0.0
0.0 0.1 -0.1
0.0 0.0 0.0

## Properties
**HOMO**: -0.23423 hartree
**Largest force on an atom**: 0.676 eV Å⁻¹
**Multiplicity**: 1
**ΔE to the lowest compared entry with this formula, charge and spin**: 0.000 eV
**Net charge**: 0
**Total energy**: -4957.7513 hartree
**HOMO-LUMO gap**: 6.0545 eV

2.
Computed, not measured: a molecular structure, C32H10Cl84F4N4O2 in a non-equilibrium geometry, with wB97M-V/def2-TZVPD.

Atoms and positions in Å:
C (1.66370, -3.50071, -2.64006)
N (2.31079, -4.85826, -2.48473)
C (2.82170, -5.29733, -3.83836)
C (3.39229, -4.88545, -1.42932)
O (3.16639, -5.66539, -0.33628)
C (4.84700, -4.08790, -1.52426)
C (4.64081, -2.63209, -0.73803)
C (4.68954, -3.02269, 0.88710)
N (4.85092, -3.19400, 2.18017)
C (5.83186, -1.54876, -1.02878)
C (7.04912, -1.92595, 0.05789)
N (7.95021, -2.17451, 0.98599)
O (6.46570, -1.78040, -2.36816)
C (5.57725, -1.33975, -3.45439)
N (5.00067, -0.60548, -4.38384)
C (5.45977, 0.01536, -0.73374)
F (5.62302, 0.23218, 0.74143)
F (6.40798, 0.95324, -1.41081)
C (3.93527, 0.47336, -1.10607)
F (4.06599, 1.76223, -1.88293)
F (3.19200, 0.77010, 0.15139)
H (2.45697, -2.78083, -3.16332)
H (0.74184, -3.54839, -3.35929)
H (1.32454, -3.02197, -1.60632)
H (3.16574, -4.41472, -4.53221)
H (1.90953, -5.84911, -4.37350)
H (3.65718, -6.10438, -3.68380)
H (5.07238, -3.97080, -2.66663)
H (5.68699, -4.75334, -1.05120)
H (3.55856, -2.28139, -1.00326)
H (3.35625, -0.26998, -1.82516)
C (0.71515, 3.85823, -0.11959)
Cl (-0.90955, 3.31485, 0.37001)
Cl (1.79396, 2.44787, -0.26628)
Cl (0.61375, 4.69422, -1.68973)
Cl (1.36247, 4.97604, 1.10772)
C (9.05729, -2.99929, 5.04610)
Cl (7.57037, -3.34997, 4.12920)
Cl (10.47804, -3.33707, 4.02539)
Cl (9.06695, -1.28418, 5.52862)
Cl (9.11379, -4.02599, 6.50126)
C (-5.12640, 3.98176, -0.91777)
Cl (-5.70462, 4.97292, 0.44527)
Cl (-3.51782, 4.55361, -1.42759)
Cl (-5.01710, 2.27781, -0.40872)
Cl (-6.26613, 4.12269, -2.28011)
C (9.22310, -5.08948, 10.83522)
Cl (10.68559, -5.79931, 11.56451)
Cl (9.08987, -5.61646, 9.13846)
Cl (7.78623, -5.62998, 11.73953)
Cl (9.33072, -3.31205, 10.89840)
C (-9.41500, 2.02071, -1.07114)
Cl (-11.03970, 1.47733, -0.58155)
Cl (-8.33619, 0.61035, -1.21783)
Cl (-9.51640, 2.85670, -2.64129)
Cl (-8.76768, 3.13852, 0.15616)
C (-0.43287, -0.42301, -4.17161)
Cl (-1.05873, -1.74900, -3.15935)
Cl (-0.80184, 1.13930, -3.39861)
Cl (1.33144, -0.59476, -4.35118)
Cl (-1.20238, -0.48759, -5.77737)
C (6.62984, -0.78142, -7.99853)
Cl (5.61140, 0.67245, -8.15231)
Cl (7.39866, -1.13653, -9.56610)
Cl (7.88896, -0.49739, -6.77034)
Cl (5.62028, -2.16430, -7.50534)
C (11.91595, -0.28439, 11.25925)
Cl (12.73362, -1.86255, 11.38361)
Cl (10.83283, -0.06491, 12.65680)
Cl (13.13395, 1.01587, 11.24189)
Cl (10.96335, -0.22599, 9.75460)
C (-13.48286, 1.88461, 3.12745)
Cl (-14.06108, 2.87577, 4.49048)
Cl (-11.87427, 2.45646, 2.61763)
Cl (-13.37356, 0.18066, 3.63649)
Cl (-14.62259, 2.02554, 1.76511)
C (4.67320, -5.03029, 8.58344)
Cl (3.37439, -3.84524, 8.87216)
Cl (3.96627, -6.65706, 8.41519)
Cl (5.54472, -4.60402, 7.08902)
Cl (5.80750, -5.01482, 9.95746)
C (-2.21125, -1.08403, -9.92206)
Cl (-2.36303, 0.41485, -10.87335)
Cl (-3.01693, -0.87205, -8.34712)
Cl (-2.97794, -2.42819, -10.80520)
Cl (-0.48701, -1.45074, -9.66256)
C (-4.54695, 3.57446, -9.69967)
Cl (-3.70762, 4.72636, -8.63043)
Cl (-4.33712, 1.92025, -9.07196)
Cl (-6.28270, 3.97263, -9.75582)
Cl (-3.86032, 3.67862, -11.34055)
C (-15.71182, 5.60631, 0.45362)
Cl (-14.24932, 4.89648, 1.18291)
Cl (-15.84505, 5.07933, -1.24314)
Cl (-17.14869, 5.06580, 1.35793)
Cl (-15.60420, 7.38374, 0.51680)
C (-2.82794, -0.73583, 1.68806)
Cl (-1.98861, 0.41607, 2.75730)
Cl (-2.61811, -2.39004, 2.31577)
Cl (-4.56369, -0.33766, 1.63191)
Cl (-2.14131, -0.63167, 0.04718)
C (1.77358, 9.01650, 2.14856)
Cl (0.05710, 9.47027, 1.99896)
Cl (2.37287, 8.43278, 0.57548)
Cl (2.72161, 10.43747, 2.65509)
Cl (1.94275, 7.72538, 3.36479)
C (-1.08588, -1.39253, -14.55759)
Cl (-2.38469, -0.20748, -14.26887)
Cl (-1.79281, -3.01931, -14.72584)
Cl (-0.21436, -0.96626, -16.05201)
Cl (0.04842, -1.37707, -13.18357)
C (-13.50930, 2.03464, -4.01697)
Cl (-14.08751, 3.02581, -2.65393)
Cl (-11.90071, 2.60650, -4.52678)
Cl (-13.40000, 0.33070, -3.50792)
Cl (-14.64902, 2.17558, -5.37931)
C (1.34708, -7.59517, 11.57016)
Cl (0.41148, -8.43903, 10.31033)
Cl (2.50124, -8.73078, 12.31365)
Cl (2.23815, -6.23678, 10.83853)
Cl (0.23737, -6.97406, 12.81819)
C (-10.37407, 3.53912, 6.72934)
Cl (-10.52585, 5.03799, 5.77806)
Cl (-11.17975, 3.75109, 8.30428)
Cl (-11.14076, 2.19496, 5.84620)
Cl (-8.64983, 3.17241, 6.98884)
C (6.31168, 0.99052, 7.48951)
Cl (7.76383, 0.35071, 8.29977)
Cl (4.93492, -0.09975, 7.79002)
Cl (5.93803, 2.60989, 8.13180)
Cl (6.60996, 1.10122, 5.73635)
C (1.10307, 4.76998, -6.13166)
Cl (0.52485, 5.76114, -4.76863)
Cl (2.71165, 5.34183, -6.64148)
Cl (1.21237, 3.06603, -5.62262)
Cl (-0.03666, 4.91091, -7.49400)

Cartesian forces, eV/Å:
0.5 1.1 0.0
1.6 1.1 0.3
-0.5 -1.2 -0.6
-1.2 -4.1 5.4
1.7 5.3 -7.0
-0.8 -0.4 -0.6
-0.3 -1.8 1.5
1.2 -0.3 8.7
-1.7 1.5 -12.4
1.9 -0.9 1.8
6.3 -1.4 6.3
-8.6 2.4 -9.1
-3.8 1.8 -1.7
-2.1 5.8 -4.5
4.9 -7.0 8.4
1.2 2.4 1.7
-0.4 -0.8 -4.6
-2.8 -3.4 2.1
-0.3 2.5 -0.6
-0.5 -3.9 2.5
3.3 -2.5 -3.7
-1.6 -1.1 1.0
1.9 -0.2 1.5
0.7 -1.2 -2.1
-0.4 -1.5 1.4
2.0 1.3 1.1
-1.5 1.6 -0.4
-0.4 0.2 2.2
-1.8 1.4 -0.7
2.2 -0.3 0.7
1.0 1.7 1.8
0.0 -0.1 0.0
0.4 0.1 -0.1
-1.7 2.1 0.2
0.0 -0.2 0.3
-0.2 -0.3 -0.3
-0.1 0.0 -0.1
0.3 0.1 0.3
-0.3 0.1 0.2
0.1 -0.5 -0.2
0.0 0.4 -0.4
0.0 0.0 -0.1
0.2 -0.2 -0.3
-0.5 -0.1 0.1
0.0 0.5 -0.1
0.3 0.0 0.3
0.1 0.1 0.0
-0.4 0.2 -0.2
0.1 -0.1 0.6
1.0 -0.1 0.5
-0.1 -0.5 0.0
0.0 0.0 0.0
0.4 0.1 -0.3
-0.3 0.3 0.0
0.4 -0.2 0.7
-0.2 -0.3 -0.2
-0.2 0.2 0.0
-0.1 0.5 -0.2
0.1 -0.5 -0.1
-0.3 0.2 -0.1
0.3 0.0 0.5
0.0 0.1 0.0
0.3 -0.4 0.1
-0.2 0.1 0.4
-0.3 -0.1 -0.3
0.2 0.3 -0.1
0.0 0.0 0.0
-0.2 0.4 0.0
0.2 -0.1 -0.3
-0.3 -0.3 0.0
0.2 0.0 0.3
-0.1 0.0 0.0
-0.1 -0.2 -0.5
-0.5 -0.1 0.0
0.0 0.4 -0.1
0.2 -0.9 0.5
0.1 0.0 -0.2
0.2 -0.2 -0.1
0.6 0.3 -0.5
-0.2 -0.1 0.4
-1.0 0.1 -1.0
0.1 0.1 -0.3
0.4 -0.7 0.1
0.1 -0.2 -0.3
0.2 0.4 0.2
-0.4 0.1 0.1
-0.1 -0.1 0.1
-0.2 -0.3 -0.3
-0.4 0.9 0.1
0.4 -0.1 0.0
-0.1 0.0 0.3
0.1 0.1 0.1
-0.3 1.0 -0.4
-0.1 0.3 0.5
0.3 0.1 -0.2
-0.1 -0.4 0.0
0.1 0.0 0.1
-0.2 -0.3 -0.3
-0.1 0.4 -0.2
0.4 -0.2 0.0
-0.2 0.0 0.3
0.0 0.0 -0.1
0.4 -0.1 0.0
-0.1 0.2 0.4
-0.2 -0.4 -0.1
0.0 0.3 -0.3
0.0 0.0 0.0
0.3 -0.3 -0.2
0.2 0.4 0.1
-0.2 -0.1 0.4
-0.3 0.0 -0.4
0.0 0.0 0.0
0.3 -0.4 -0.5
-0.8 -0.2 -0.2
0.0 0.4 -0.1
0.2 0.0 0.3
0.1 0.1 0.0
0.2 0.2 0.3
-0.3 0.3 -0.2
-0.7 -0.4 0.8
0.2 -0.2 -0.3
0.0 -0.1 0.0
0.0 -0.4 0.2
0.2 0.0 -0.4
0.5 0.3 0.5
-0.4 0.1 -0.1
-0.1 0.0 -0.1
-0.4 0.2 -0.1
0.4 0.2 -0.1
0.1 -0.4 -0.1
-0.1 0.0 0.4
0.0 -0.1 0.0
0.1 -0.2 -0.4
-0.4 -0.1 0.1
0.0 0.4 -0.1
0.3 0.0 0.3

## Properties
**HOMO**: -0.37436 hartree
**Largest force on an atom**: 12.790 eV Å⁻¹
**Multiplicity**: 1
**Net charge**: 0
**Total energy**: -40649.6483 hartree
**HOMO-LUMO gap**: 8.5174 eV

3.
Computed, not measured: a molecular structure, C2H2O2Rh in a non-equilibrium geometry, with wB97M-V/def2-TZVPD.

Atoms and positions in Å:
O (1.20006, 0.39584, 0.27964)
C (0.18616, -0.39759, 0.19020)
C (-1.15103, 0.08968, 0.08907)
O (-1.44535, 1.26201, -0.21180)
Rh (2.76912, 0.81236, -0.37363)
H (0.36537, -1.45603, -0.04695)
H (-1.92433, -0.70626, 0.07348)

Cartesian forces, eV/Å:
-4.4 -0.9 1.8
-0.9 -0.4 -0.6
0.5 -0.6 -0.7
-0.1 -0.2 0.6
5.3 1.5 -1.9
-0.1 0.2 0.7
-0.3 0.4 0.1

## Properties
**HOMO (alpha / beta)**: -0.72025 / -0.81860 hartree
**Largest force on an atom**: 5.863 eV Å⁻¹
**Multiplicity**: 6
**ΔE to the lowest compared entry with this formula, charge and spin**: 0.000 eV
**Net charge**: +2
**Total energy**: -337.4138 hartree
**HOMO-LUMO gap (alpha / beta)**: 8.5164 / 8.7157 eV

Which formula does entry 1 have? C35H62N10O3PbS3Si4Te